Record 1
{"formula": "C30H60O14", "method": "wB97M-V/def2-TZVPD", "symbols": ["C", "H", "H", "C", "C", "H", "C", "H", "H", "C", "H", "C", "C", "H", "C", "O", "C", "C", "H", "H", "H", "H", "H", "C", "C", "O", "H", "C", "H", "H", "C", "O", "H", "H", "C", "H", "H", "H", "O", "C", "H", "O", "H", "H", "H", "O", "C", "C", "C", "H", "O", "H", "H", "H", "C", "H", "H", "H", "C", "H", "H", "H", "H", "H", "H", "H", "C", "H", "H", "H", "H", "H", "H", "C", "H", "C", "O", "H", "O", "H", "C", "H", "C", "H", "C", "H", "H", "C", "H", "H", "O", "C", "H", "C", "H", "H", "H", "O", "O", "O", "H", "H", "H", "O"], "xyz": [[-2.44, 6.93, -2.17], [5.43, -4.66, -2.32], [1.04, 2.52, -3.76], [4.22, -5.42, 7.05], [2.34, -0.70, 1.16], [4.66, -3.28, 0.26], [3.32, 2.08, -2.00], [-3.60, -1.02, 2.11], [4.19, 2.34, -1.65], [1.72, 2.60, 4.66], [1.95, -1.30, 1.89], [-3.18, -0.25, -7.02], [-2.79, 3.68, -4.41], [4.69, -5.79, 6.11], [-2.52, 2.23, -4.37], [0.15, 0.44, 1.19], [-4.71, -0.84, -0.35], [1.24, 3.26, 3.40], [1.48, 2.53, 2.57], [3.02, 1.37, -1.19], [-0.98, -1.20, -0.93], [-2.12, 4.40, -3.92], [3.18, -3.85, 7.82], [2.08, -3.05, 5.53], [-2.96, 4.03, 0.07], [-2.49, 4.81, -0.87], [-1.43, 6.82, -2.15], [1.67, 1.09, 4.84], [-2.20, -2.70, 2.70], [-3.54, -0.42, -5.03], [4.45, -4.09, -0.44], [-2.07, 1.69, -3.38], [0.71, -5.02, -1.21], [0.14, 3.37, 3.37], [1.00, -0.15, 0.60], [4.40, -3.25, 6.57], [1.31, 0.70, 3.81], [-2.26, 2.33, 0.98], [-3.84, 4.21, 0.89], [-3.03, 6.23, -0.92], [-3.97, -0.84, -2.41], [0.88, -0.61, -0.69], [-0.05, -4.20, 0.00], [0.83, 0.79, 5.52], [-4.21, 0.11, -7.36], [-3.02, 1.59, -5.49], [-4.80, -0.79, -1.87], [0.93, -3.18, 4.58], [3.63, -4.09, 6.99], [-3.00, -1.34, -7.24], [2.19, -4.03, 1.26], [0.36, -4.00, 5.06], [-3.86, 3.84, -4.03], [6.45, -3.55, -1.12], [-3.59, -1.89, 1.53], [-1.91, 0.11, -5.24], [-0.53, 0.69, -0.89], [-2.49, 4.23, -5.44], [-0.34, -0.45, -1.26], [-2.92, 7.79, -2.10], [-2.70, 0.22, -7.81], [2.72, 0.55, 5.05], [4.83, -5.50, 8.00], [-3.15, 6.39, -3.02], [-1.09, 2.94, -0.09], [1.83, 4.12, 3.06], [0.06, -0.49, -2.77], [-1.06, -0.73, -3.36], [-5.28, 0.08, -2.33], [3.16, -1.00, 0.66], [-5.44, -1.58, -2.31], [-4.54, -2.41, 2.03], [0.59, 0.20, -2.99], [0.83, -4.11, -0.68], [4.58, -5.00, 0.18], [0.98, 3.17, -2.78], [1.93, 3.35, 5.67], [3.33, -5.89, 7.31], [3.15, -4.11, -0.86], [-1.42, -2.12, 1.64], [-2.30, -2.56, 1.62], [-2.78, 2.07, -0.65], [2.22, -4.11, 0.02], [5.10, -2.82, -2.09], [-2.19, 2.71, 0.03], [0.39, 2.50, -2.32], [-2.92, 6.65, -0.01], [2.37, 3.34, -2.15], [0.53, -2.22, 4.30], [0.52, 4.24, -3.11], [-5.69, -0.25, 0.37], [-2.98, 0.16, -5.64], [-3.97, 6.44, -1.16], [5.41, -3.81, -1.57], [0.59, -3.28, -1.33], [-2.38, -3.47, 0.87], [3.24, 1.44, -2.88], [2.47, -4.14, 6.10], [2.65, -1.96, 5.43], [-3.72, -1.54, 0.16], [2.91, 0.19, 1.56], [1.18, -3.58, 3.36], [0.48, -1.38, -3.06], [2.77, 4.48, -1.74]], "lowdin_charge": [-0.023, 0.089, 0.115, -0.072, 0.053, 0.117, 0.009, 0.099, 0.008, -0.452, 0.045, -0.080, -0.008, 0.109, -0.514, 0.104, -0.393, -0.036, 0.063, 0.081, 0.094, 0.051, 0.070, -0.582, -0.565, 0.012, 0.046, -0.047, 0.094, 0.079, -0.288, 0.090, 0.059, 0.102, -0.477, 0.183, 0.064, 0.044, 0.104, -0.150, 0.000, -0.066, 0.082, 0.094, 0.112, -0.028, 0.015, 0.000, -0.212, 0.107, 0.050, 0.080, 0.123, 0.112, -0.240, 0.131, 0.151, 0.137, -0.214, 0.021, 0.044, 0.127, 0.111, 0.142, 0.098, 0.080, -0.005, 0.155, 0.093, 0.035, 0.108, 0.182, -0.062, 0.037, 0.145, -0.027, -0.007, 0.052, 0.038, 0.005, -0.071, 0.100, -0.511, 0.104, 0.019, -0.016, 0.090, -0.366, 0.051, 0.140, -0.028, -0.243, 0.070, -0.077, 0.061, 0.140, 0.082, 0.020, 0.037, -0.008, 0.109, 0.159, 0.034, -0.003], "de_lowest_kcal_mol": 280.79, "orbital_gap_ev": 9.26, "lumo_energy_ev": 0.28, "charge": 0, "smiles": "CCOC(C)=O.CCOC(C)=O.CCOC(C)=O.CCOC(C)=O.CCOC(C)=O.CCOC(C)=O.CC(C)=O.CC(C)=O", "homo_ev": -9.0}

=====

Record 2
{"formula": "C9H18N5O2", "method": "wB97M-V/def2-TZVPD", "symbols": ["H", "C", "H", "H", "C", "N", "H", "C", "H", "H", "H", "H", "H", "H", "H", "H", "H", "H", "C", "N", "C", "C", "O", "H", "N", "C", "N", "C", "H", "H", "C", "O", "N", "H"], "xyz": [[-3.83, -1.21, -1.94], [-3.81, -0.24, -1.43], [-2.72, -2.09, 0.52], [3.06, -1.14, 3.10], [0.26, -0.85, -1.42], [1.89, 0.65, -0.30], [3.91, 0.31, -0.24], [2.98, -0.44, 2.27], [3.80, -1.89, 0.90], [-3.66, 0.54, -2.18], [2.02, -1.82, 0.94], [-4.08, -1.05, 0.99], [2.06, 0.14, 2.40], [1.01, -1.61, -1.23], [-1.61, 1.62, -2.03], [3.00, -0.87, -1.19], [4.04, 1.12, 2.84], [-2.46, -0.70, 1.60], [-0.01, 1.55, -0.63], [0.66, 0.41, -0.79], [-2.43, 1.12, -0.07], [2.94, -1.22, 0.96], [4.12, 0.41, 2.20], [0.15, -0.69, -2.49], [0.81, 2.45, -0.08], [3.01, -0.31, -0.26], [1.97, 1.86, 0.11], [-1.42, 1.85, -0.97], [-4.78, -0.07, -0.95], [-0.71, -1.14, -1.01], [-3.02, -1.06, 0.73], [-2.90, 1.68, 0.88], [-2.72, -0.22, -0.44], [-1.55, 2.91, -0.80]], "lowdin_charge": [0.096, -0.039, 0.089, 0.126, 0.070, -0.062, 0.139, -0.262, 0.134, 0.090, 0.116, 0.095, 0.115, 0.091, 0.133, 0.129, 0.104, 0.092, -0.221, 0.039, -0.451, -0.143, -0.055, 0.120, 0.153, -0.083, 0.147, 0.007, 0.102, 0.085, -0.054, 0.164, -0.203, 0.139], "de_lowest_kcal_mol": 36.86, "orbital_gap_ev": 9.19, "lumo_energy_ev": -3.83, "charge": 1, "smiles": "CN(C)C(=O)Cc1nnn(CCCO)[n+]1C", "homo_ev": -13.0}

=====

Record 3
{"formula": "C16H17BrIMgN4S", "method": "wB97M-V/def2-TZVPD", "symbols": ["N", "Br", "H", "H", "C", "H", "H", "C", "C", "C", "C", "C", "H", "H", "C", "I", "C", "H", "S", "H", "H", "N", "H", "C", "C", "N", "C", "Mg", "C", "C", "H", "H", "N", "H", "C", "C", "H", "H", "H", "C", "H"], "xyz": [[-8.30, -19.75, 0.43], [-5.34, -14.85, 3.56], [-5.21, -13.65, -1.65], [-8.76, -22.50, 1.21], [-3.58, -12.50, 6.35], [-6.61, -17.31, -3.50], [-11.13, -23.04, -0.04], [-9.77, -22.08, 1.47], [-7.47, -18.29, -1.07], [-4.21, -13.50, 4.27], [-2.81, -11.60, 5.63], [-2.69, -11.61, 4.23], [-11.45, -21.35, 0.31], [-8.81, -17.95, -2.79], [-5.66, -14.60, -1.56], [-3.31, -12.76, 1.44], [-3.48, -12.57, 3.52], [-6.05, -14.35, 0.48], [-8.06, -18.74, 3.01], [-2.02, -10.89, 3.67], [-10.00, -21.74, -0.61], [-7.52, -18.69, 0.16], [-8.93, -19.66, -1.88], [-10.64, -22.10, 0.25], [-4.29, -13.46, 5.68], [-6.71, -16.20, -0.14], [-6.40, -16.56, -2.50], [-6.95, -17.37, 1.54], [-6.19, -15.04, -0.37], [-8.34, -18.78, -2.23], [-4.97, -14.11, 6.24], [-2.20, -10.88, 6.03], [-9.30, -20.84, 2.16], [-9.56, -20.81, 3.16], [-5.80, -15.38, -2.65], [-6.76, -17.01, -1.26], [-5.49, -14.88, -3.58], [-10.20, -22.66, 2.23], [-7.75, -19.29, -3.04], [-8.46, -19.90, 1.74], [-3.63, -12.42, 7.43]], "lowdin_charge": [0.024, 0.720, 0.105, 0.130, -0.072, 0.208, 0.082, -0.218, -0.234, -0.706, -0.073, -0.113, 0.081, 0.098, -0.036, 0.898, -0.735, 0.078, 0.610, 0.125, 0.067, -0.105, 0.073, -0.095, -0.147, 0.039, -0.022, 0.642, -0.149, -0.013, 0.106, 0.086, -0.022, 0.129, -0.061, -0.198, 0.147, 0.096, 0.098, -0.764, 0.121], "orbital_gap_ev": 7.40, "lumo_energy_ev": -3.78, "charge": 1, "homo_ev": -11.2}

=====

Record 4
{"formula": "C9H21FNOS", "method": "wB97M-V/def2-TZVPD", "symbols": ["N", "H", "C", "H", "C", "C", "H", "C", "H", "F", "H", "H", "O", "H", "H", "H", "H", "H", "H", "C", "C", "C", "H", "H", "H", "H", "C", "H", "C", "H", "S", "H", "H", "H"], "xyz": [[0.50, 1.17, -2.84], [-2.23, 1.85, -1.06], [-0.95, 0.83, -2.52], [-3.17, -1.24, 2.75], [1.15, 1.58, -1.52], [-1.54, -1.35, 4.17], [1.63, -1.09, -2.32], [0.93, -1.66, -0.36], [0.01, -1.07, -0.22], [0.14, 3.09, 0.02], [-1.54, 0.78, -3.44], [-1.66, -0.50, 2.19], [-1.11, -2.65, 3.78], [-0.69, -0.74, 4.49], [-0.55, -2.55, 3.00], [0.62, -2.62, -0.80], [0.48, 1.99, -3.44], [2.90, -1.42, -1.18], [-1.30, 2.94, -2.13], [2.12, 0.55, -0.92], [-2.30, -0.64, 3.06], [-1.28, 1.99, -1.58], [2.59, -2.62, 1.03], [-2.18, -1.50, 5.04], [1.70, 2.51, -1.73], [1.01, 0.44, -3.34], [-0.08, 1.93, -0.64], [2.04, 0.66, 0.17], [1.92, -0.93, -1.27], [-0.23, 1.14, 0.10], [1.51, -1.90, 1.33], [3.14, 0.86, -1.18], [-0.95, -0.13, -2.00], [-2.65, 0.34, 3.39]], "lowdin_charge": [0.100, 0.141, -0.072, 0.079, -0.162, -0.322, 0.101, -0.566, 0.042, 0.062, 0.144, 0.045, -0.089, 0.110, 0.002, 0.084, 0.185, 0.115, 0.142, -0.131, -0.091, -0.069, -0.113, 0.116, 0.166, 0.169, -0.316, 0.111, -0.248, 0.150, 0.787, 0.126, 0.128, 0.075], "de_lowest_kcal_mol": 0.00, "orbital_gap_ev": 8.80, "lumo_energy_ev": -3.42, "charge": 1, "homo_ev": -12.2}